This record from the Open Molecules 2025 dataset describes 13 unconnected molecules or ions with the total composition C66H161N11O13. The level of theory is wB97M-V/def2-TZVPD.

Summary:
HOMO-LUMO gap in eV: 8.78
Calculated total energy in eV: -114047.5287
E_HOMO in eV: -8.407

Each line ends with the Löwdin charge.
Positions of all 251 atoms, in Å:
C -1.65 0.27 5.34  -0.020
C -1.71 1.53 6.33  -0.454
C -3.10 1.39 6.99  -0.153
C -3.33 2.28 8.19  -0.180
C -2.16 2.16 9.23  -0.132
C -0.80 2.36 8.57  -0.488
N -0.73 1.43 7.42  -0.114
O 0.52 1.37 6.82  -0.010
C -0.38 3.82 8.22  -0.032
C 0.22 1.95 9.65  -0.038
C -1.62 2.74 5.40  -0.031
H -0.89 0.51 4.59  0.053
H -2.62 0.12 4.86  0.080
H -1.29 -0.70 5.68  0.073
H -3.89 1.75 6.33  0.115
H -3.32 0.36 7.26  0.123
H -4.31 2.05 8.62  0.108
H -3.42 3.33 7.92  0.103
H -2.23 1.20 9.73  0.117
H -2.47 2.90 9.97  0.116
H -0.47 4.54 9.03  0.087
H 0.64 3.83 7.84  0.078
H -0.99 4.25 7.43  0.057
H 0.33 0.86 9.66  0.085
H 1.10 2.53 9.36  0.070
H -0.07 2.21 10.67  0.083
H -2.21 3.61 5.68  0.075
H -1.98 2.54 4.39  0.057
H -0.59 3.09 5.41  0.084
H 0.79 0.48 7.06  0.106
C 2.95 6.87 -1.59  -0.044
C 2.32 5.57 -1.14  -0.479
C 3.40 4.54 -0.99  -0.158
C 4.20 4.70 0.28  -0.177
C 3.26 4.78 1.47  -0.127
C 2.10 5.81 1.39  -0.465
N 1.48 5.65 0.07  -0.120
O 0.33 6.40 -0.14  0.005
C 1.04 5.42 2.48  -0.027
C 2.54 7.25 1.73  -0.027
C 1.45 5.10 -2.41  -0.021
H 3.84 7.16 -1.03  0.074
H 2.30 7.74 -1.51  0.086
H 3.24 6.93 -2.64  0.085
H 2.90 3.57 -0.92  0.102
H 3.97 4.39 -1.91  0.112
H 4.87 5.55 0.34  0.106
H 4.95 3.91 0.36  0.104
H 3.80 4.95 2.40  0.123
H 2.86 3.76 1.53  0.106
H 1.54 5.18 3.41  0.088
H 0.20 6.11 2.61  0.075
H 0.60 4.47 2.18  0.053
H 1.86 7.96 1.26  0.082
H 2.59 7.48 2.80  0.080
H 3.55 7.47 1.38  0.070
H 0.99 5.97 -2.88  0.083
H 0.74 4.36 -2.05  0.065
H 2.04 4.59 -3.17  0.062
H -0.32 5.72 0.01  0.087
C 4.22 1.29 -3.25  -0.060
C 5.64 1.16 -3.81  -0.455
C 5.68 -0.30 -4.48  -0.099
C 6.88 -0.49 -5.50  -0.156
C 6.84 0.69 -6.51  -0.153
C 6.89 2.10 -5.87  -0.473
N 5.80 2.27 -4.85  -0.122
O 5.63 3.57 -4.36  -0.011
C 8.31 2.31 -5.26  -0.020
C 6.51 3.01 -7.06  -0.052
C 6.56 1.26 -2.63  -0.040
H 4.06 0.52 -2.50  0.083
H 3.35 1.20 -3.91  0.081
H 3.99 2.27 -2.82  0.052
H 5.72 -1.09 -3.73  0.105
H 4.73 -0.44 -4.99  0.098
H 6.74 -1.36 -6.15  0.099
H 7.79 -0.70 -4.93  0.098
H 5.86 0.64 -6.98  0.114
H 7.57 0.54 -7.31  0.118
H 8.98 2.60 -6.07  0.081
H 8.29 3.09 -4.49  0.079
H 8.73 1.43 -4.79  0.065
H 5.50 3.08 -7.44  0.083
H 6.66 4.06 -6.81  0.073
H 7.19 2.75 -7.88  0.080
H 6.38 0.43 -1.95  0.085
H 6.31 2.16 -2.06  0.078
H 7.62 1.41 -2.86  0.072
H 4.82 3.77 -4.83  0.101
C 0.55 1.23 -1.79  -0.031
C 0.25 0.82 -0.33  -0.440
C -0.16 2.14 0.44  -0.085
C -0.85 1.85 1.86  -0.159
C -2.08 1.05 1.51  -0.166
C -1.81 -0.33 0.85  -0.432
N -0.92 -0.11 -0.35  -0.079
O -0.61 -1.32 -1.02  -0.030
C -1.15 -1.29 1.92  0.000
C -3.21 -0.77 0.49  -0.028
C 1.56 0.20 0.31  -0.010
H -0.36 1.67 -2.22  0.068
H 0.92 0.41 -2.39  0.070
H 1.35 1.97 -1.88  0.061
H 0.73 2.71 0.71  0.084
H -0.82 2.79 -0.14  0.097
H -1.07 2.80 2.35  0.074
H -0.25 1.36 2.62  0.095
H -2.77 1.69 0.96  0.095
H -2.58 0.91 2.47  0.099
H -1.79 -1.57 2.76  0.063
H -0.98 -2.24 1.42  0.061
H -0.18 -0.99 2.31  0.063
H -3.80 0.01 0.02  0.062
H -3.13 -1.54 -0.28  0.076
H -3.72 -1.11 1.39  0.090
H 1.45 0.04 1.38  0.054
H 2.41 0.80 -0.01  0.075
H 1.60 -0.80 -0.13  0.072
H -1.08 -1.13 -1.83  0.096
C -3.30 2.27 -2.46  -0.172
O -3.11 2.85 -3.73  -0.106
H -2.93 1.25 -2.45  0.062
H -2.87 2.86 -1.65  0.071
H -4.36 2.11 -2.32  0.067
H -2.16 2.89 -3.85  0.034
C -5.25 -0.41 -3.23  -0.156
O -6.49 -0.45 -3.89  -0.107
H -4.43 -0.07 -3.86  0.053
H -5.39 0.31 -2.42  0.058
H -4.98 -1.37 -2.78  0.070
H -7.14 -0.84 -3.30  0.076
C -5.07 -4.22 -0.80  -0.036
C -6.18 -5.36 -0.87  -0.419
C -6.23 -6.27 0.35  -0.181
O -4.97 -6.94 0.46  -0.250
C -4.97 -8.27 -0.10  -0.061
N -7.41 -4.66 -1.22  0.040
H -4.08 -4.68 -0.81  0.048
H -5.13 -3.58 0.08  0.055
H -5.07 -3.64 -1.72  0.062
H -5.90 -6.04 -1.68  0.129
H -7.14 -6.86 0.31  0.124
H -6.41 -5.63 1.21  0.123
H -5.79 -8.92 0.21  0.090
H -4.03 -8.71 0.25  0.094
H -4.96 -8.18 -1.19  0.078
H -8.19 -5.29 -1.18  0.066
H -7.57 -4.12 -0.38  0.067
C -4.19 -3.93 3.07  -0.034
C -2.92 -4.77 2.66  -0.395
C -1.85 -4.90 3.74  -0.203
O -1.35 -3.64 4.14  -0.209
C -0.21 -3.71 4.99  -0.101
N -3.32 -6.16 2.33  0.057
H -4.83 -4.48 3.76  0.076
H -4.76 -3.72 2.16  0.038
H -3.78 -3.02 3.50  0.061
H -2.54 -4.20 1.81  0.111
H -0.97 -5.36 3.29  0.111
H -2.14 -5.60 4.53  0.128
H 0.66 -4.18 4.52  0.080
H -0.45 -4.11 5.97  0.094
H 0.31 -2.76 5.04  0.067
H -3.89 -6.31 1.51  0.007
H -2.48 -6.61 1.98  0.055
C 3.75 -1.68 4.91  -0.073
C 3.42 -1.51 3.41  -0.393
C 3.97 -0.13 2.81  -0.136
O 5.42 -0.01 2.92  -0.195
C 5.97 1.05 2.23  -0.129
N 3.91 -2.70 2.73  0.027
H 4.75 -1.62 5.33  0.079
H 3.34 -2.62 5.27  0.063
H 3.20 -0.85 5.37  0.064
H 2.34 -1.63 3.33  0.111
H 3.47 0.72 3.27  0.122
H 3.67 -0.20 1.76  0.083
H 7.04 0.97 2.41  0.092
H 5.68 2.02 2.64  0.082
H 5.73 0.96 1.17  0.082
H 3.92 -3.50 3.36  0.061
H 4.88 -2.57 2.49  0.066
C -2.45 -6.32 -2.72  -0.061
C -0.98 -6.27 -2.34  -0.418
C -0.75 -5.62 -0.92  -0.163
O 0.64 -5.63 -0.56  -0.173
C 0.90 -4.47 0.25  -0.106
N -0.43 -7.60 -2.54  0.054
H -2.93 -5.35 -2.61  0.066
H -2.96 -7.01 -2.04  0.063
H -2.54 -6.75 -3.72  0.081
H -0.49 -5.60 -3.05  0.103
H -1.33 -6.01 -0.09  0.113
H -1.03 -4.60 -1.17  0.110
H 0.96 -3.54 -0.31  0.060
H 1.90 -4.56 0.68  0.086
H 0.18 -4.31 1.05  0.067
H -0.83 -7.98 -3.38  0.063
H -0.86 -8.18 -1.83  0.069
C -1.40 -0.76 -7.61  -0.068
C -1.21 -0.13 -6.22  -0.367
C -0.96 1.49 -6.34  -0.186
O -0.47 2.02 -5.15  -0.210
C 0.00 3.38 -5.32  -0.075
N -2.45 -0.38 -5.49  0.019
H -0.63 -0.43 -8.30  0.068
H -2.37 -0.53 -8.05  0.078
H -1.27 -1.85 -7.59  0.074
H -0.43 -0.59 -5.62  0.119
H -1.90 1.95 -6.68  0.130
H -0.18 1.52 -7.10  0.107
H 0.72 3.54 -4.51  0.055
H -0.75 4.15 -5.14  0.090
H 0.53 3.58 -6.25  0.091
H -2.53 0.33 -4.78  0.033
H -3.31 -0.29 -6.02  0.069
C -6.26 1.83 1.43  -0.057
C -5.35 2.50 2.43  -0.418
C -4.56 3.69 1.80  -0.214
O -3.58 4.18 2.68  -0.207
C -2.75 5.26 2.19  -0.066
N -6.16 3.02 3.55  0.035
H -5.73 1.14 0.76  0.058
H -6.82 2.59 0.88  0.081
H -6.97 1.24 2.01  0.080
H -4.66 1.75 2.83  0.120
H -5.33 4.45 1.69  0.123
H -4.08 3.39 0.87  0.107
H -3.33 5.96 1.60  0.091
H -1.94 4.85 1.59  0.057
H -2.31 5.78 3.05  0.088
H -6.84 3.71 3.28  0.068
H -5.56 3.54 4.18  0.061
C 2.03 -2.58 -3.64  -0.048
C 1.73 -4.03 -3.35  -0.442
C 1.72 -4.95 -4.66  -0.148
O 1.80 -6.35 -4.42  -0.169
C 1.79 -7.11 -5.51  -0.200
N 2.69 -4.54 -2.46  0.065
H 1.44 -2.24 -4.49  0.070
H 3.06 -2.37 -3.94  0.071
H 1.87 -1.92 -2.79  0.065
H 0.76 -4.20 -2.86  0.108
H 2.59 -4.78 -5.30  0.117
H 0.86 -4.66 -5.25  0.118
H 1.92 -8.19 -5.41  0.090
H 2.61 -6.87 -6.18  0.083
H 0.88 -7.11 -6.11  0.084
H 3.54 -4.26 -2.92  0.079
H 2.60 -3.77 -1.81  0.056